DFT (ωB97M-V/def2-TZVPD) results for a structure of composition C15H16HfN3O3.

Structure (XYZ):
```
38
Properties=species:S:1:pos:R:3:forces:R:3
Hf 3.419606 -5.388241 -15.325138 -1.4 1.0 5.5
O 5.277507 -4.326028 -11.152723 0.7 0.2 -0.5
C 6.551624 -4.129484 -11.651217 -0.5 0.3 2.3
C 7.589153 -3.732757 -10.802183 -0.3 0.3 1.6
C 8.915197 -3.658783 -11.203132 0.1 -0.1 -0.3
C 9.257061 -3.897660 -12.552479 -0.2 -0.4 0.4
C 8.242307 -4.303905 -13.410235 0.9 0.5 1.4
C 6.873329 -4.371602 -12.960854 0.2 -1.7 -4.0
C 5.950762 -4.800574 -14.058317 1.1 2.6 2.3
O 4.626341 -4.739239 -13.825466 -0.5 -1.5 -1.9
N 6.393766 -4.940329 -15.290543 -1.3 -0.8 -1.9
N 5.293506 -5.172144 -16.141156 2.6 -0.4 -1.6
C 5.398624 -5.464263 -17.469038 0.4 0.5 3.2
C 4.190187 -5.885449 -18.083985 -2.9 -0.4 -2.1
C 3.961419 -6.199449 -19.457697 0.7 0.7 1.3
C 2.665130 -6.441868 -19.961744 0.8 -0.1 0.8
C 1.578665 -6.334992 -19.089816 -0.6 -0.8 0.8
C 1.800654 -6.132529 -17.728502 1.0 0.7 -0.9
N 3.067098 -5.899329 -17.228065 0.0 -0.7 -3.2
H 5.263534 -4.166696 -10.190055 0.2 0.0 -0.4
H 7.337021 -3.493840 -9.736447 0.2 -0.4 -1.0
H 9.738917 -3.488163 -10.484033 -0.8 0.1 -0.4
H 10.336673 -3.831751 -12.773747 -0.9 -0.2 -0.5
H 8.510016 -4.646191 -14.387742 -0.1 0.1 -0.4
H 6.332044 -5.424732 -17.974256 0.8 0.0 -0.4
H 4.830104 -6.175418 -20.110479 -0.2 -0.2 -0.1
H 2.562324 -6.759005 -20.997993 -0.2 0.3 0.1
H 0.551285 -6.575505 -19.395203 0.5 0.4 -0.1
H 0.987887 -6.009540 -17.019431 -0.2 -0.4 -0.1
C 0.934774 -4.591710 -11.568545 -0.4 -0.7 -0.5
C 2.133400 -4.624494 -12.420824 4.1 0.0 1.0
O 1.854234 -5.082025 -13.908995 -0.7 0.5 0.0
H 0.573891 -5.586461 -11.525522 -0.6 -1.3 -0.1
H 0.103929 -4.007650 -11.862224 -0.6 1.1 -0.6
H 1.070317 -4.410097 -10.523566 0.9 0.6 0.6
H 2.949879 -5.305110 -12.040380 -1.6 -0.8 -0.4
H 2.967334 -3.872235 -12.476158 -2.0 0.9 -0.5
H 0.891762 -4.952724 -14.117081 0.8 -0.1 0.6
```
Forces are in eV/Å.

orbital gap = 3.699 eV
spin multiplicity = 1
M = 464.80 g mol⁻¹
calculated total energy = -1018.063913 a.u.
ΔE to the lowest compared entry with this formula, charge and spin = 43.1 kJ/mol
charge = +3